1.
Density functional theory data (ωB97M-V/def2-TZVPD) for CH19O12 as an isolated structure in a non-equilibrium geometry.

Energy in Ha: -952.35896
LUMO level in eV: 2.161

The geometry in ORCA input format:
```
! wB97M-V def2-TZVPD RIJCOSX def2/J DEFGRID3
* xyz -1 1
C -0.16275 -0.02735 0.09634
O 0.59718 -1.02654 -0.13019
O -0.48455 0.79982 -0.89197
O -0.67269 0.32007 1.21090
H -0.24988 0.58763 -1.65021
O 0.11739 -3.58434 -1.59893
H 0.14686 -3.10220 -2.35497
H 0.20210 -2.77679 -1.10711
O -2.18456 3.06927 -1.27604
H -2.79400 3.23556 -1.95006
H -1.76551 2.11363 -1.54961
O -2.52138 -1.36891 1.97109
H -2.48835 -2.31118 2.24971
H -1.74199 -0.86867 1.77838
O 0.42411 0.82650 -3.52466
H -0.35456 0.52004 -3.83433
H 1.05412 0.11017 -3.24547
O 3.29272 -1.69326 0.14984
H 2.50790 -1.13993 -0.02012
H 3.09291 -2.60367 -0.18526
O -1.71571 2.22823 1.25224
H -1.39666 1.35713 1.05816
H -1.71369 2.58190 0.33632
O 1.46428 2.47446 -0.46354
H 0.75784 1.95689 -0.69305
H 2.18220 2.01450 0.08318
O -0.03886 -2.32600 2.16650
H 0.74269 -2.07403 2.79641
H -0.11733 -1.63159 1.46793
O 1.54342 0.50479 2.63277
H 1.33704 1.29665 3.23300
H 0.93971 0.53723 1.99275
*
```


2.
Density functional theory data (ωB97M-V/def2-TZVPD) for a 10-piece molecular cluster, CH19O12 overall in a non-equilibrium geometry.

Energy in Ha: -952.45906
LUMO level in eV: 2.526

The geometry in ORCA input format:
```
! wB97M-V def2-TZVPD RIJCOSX def2/J DEFGRID3
* xyz -1 1
C 0.68212 0.14602 -0.22780
O 0.49829 -0.92984 -0.80092
O 1.80126 0.79436 -0.23309
O -0.26675 0.57158 0.40886
H 2.49431 0.50024 -0.83324
O -0.43897 0.94501 -2.70377
H -1.32479 0.69919 -3.07746
H -0.36683 0.35877 -1.95276
O -1.29690 -0.27687 3.05485
H -1.57627 -0.17264 2.16947
H -0.41661 0.07274 2.94285
O 1.14526 3.40763 -0.92152
H 1.35665 2.64783 -0.40012
H 1.19065 3.24550 -1.87725
O 1.86113 -3.43586 -1.40815
H 1.37763 -2.63366 -1.27792
H 2.35735 -3.72326 -0.63927
O 1.35105 0.52661 2.56806
H 1.18572 0.79294 1.62174
H 2.04981 -0.10573 2.41360
O -2.88537 0.83433 0.88171
H -2.00362 0.91737 0.54787
H -3.42078 0.53132 0.15834
O -0.86858 -2.26788 -2.58795
H -0.32755 -1.98812 -1.80945
H -1.75966 -2.46064 -2.28335
O -1.01735 -2.29303 0.75728
H -0.69250 -3.10199 0.35555
H -0.37323 -1.63104 0.39382
O -0.41373 2.88466 1.49608
H -0.12143 2.08512 1.06316
H 0.21972 3.05932 2.20077
*
```


3.
Density functional theory data (ωB97M-V/def2-TZVPD) for CH20F3O13SZn2 as an isolated structure in a non-equilibrium geometry.

Energy in Ha: -5283.15564
LUMO level in eV: -14.986

The geometry in ORCA input format:
```
! wB97M-V def2-TZVPD RIJCOSX def2/J DEFGRID3
* xyz 3 1
Zn -17.51314 -14.67508 -19.90206
Zn -10.00035 -11.70808 -25.96022
C -11.34049 -16.99823 -21.52038
F -10.01973 -17.12938 -21.71237
F -11.90695 -17.42046 -22.63982
F -11.75965 -17.72793 -20.51641
S -11.76591 -15.19074 -21.25668
O -13.24917 -15.01238 -21.09348
O -11.10419 -14.91628 -19.98302
O -11.20176 -14.42121 -22.39005
O -13.66266 -11.45282 -26.93429
H -14.15587 -10.72249 -27.30791
H -14.22737 -12.21481 -27.06349
O -17.07322 -11.83835 -17.65636
H -17.71503 -11.52013 -17.02151
H -16.55010 -11.06738 -17.87581
O -14.75178 -22.71384 -21.29628
H -14.44228 -22.15367 -20.58449
H -14.13589 -22.55524 -22.01164
O -7.23835 -15.45415 -15.35128
H -7.72215 -14.64246 -15.50400
H -6.52404 -15.43121 -15.98804
O -18.10738 -17.85842 -21.78932
H -18.31413 -18.78698 -21.68314
H -18.18516 -17.70132 -22.73033
O -10.88964 -11.73699 -15.54573
H -11.06625 -11.14574 -16.27749
H -11.15780 -12.59911 -15.86367
O -6.53033 -11.85686 -25.10094
H -5.85821 -11.33692 -25.54155
H -6.16057 -12.04582 -24.23850
O -9.69962 -8.70872 -23.88253
H -8.90179 -8.18380 -23.81807
H -10.29290 -8.32383 -23.23746
O -18.30135 -12.30189 -22.84802
H -18.65722 -12.24296 -23.73465
H -18.20789 -11.39197 -22.56597
O -16.53934 -16.91552 -17.33039
H -16.99810 -17.69158 -17.00869
H -15.68839 -16.94116 -16.89282
*
```


4.
Density functional theory data (ωB97M-V/def2-TZVPD) for CH20MnO15P as an isolated structure in a non-equilibrium geometry.

Energy in Ha: -2670.40904
LUMO level (alpha / beta) in eV: -8.926 / -8.927

The geometry in ORCA input format:
```
! wB97M-V def2-TZVPD RIJCOSX def2/J DEFGRID3
* xyz 2 7
O -10.48063 2.23358 12.27073
H -10.49211 1.31202 12.53943
H -11.18664 2.36813 11.63429
H -10.75439 2.78770 13.00531
O -7.18863 1.91185 11.19088
H -6.32351 1.50229 11.26447
H -7.45772 1.93534 10.26967
H -7.79559 1.33265 11.65751
O -11.11761 -1.06255 10.33614
H -10.59869 -1.36081 11.08672
H -10.64289 -0.38498 9.84917
H -11.90427 -0.60157 10.63656
O -7.45023 -1.62864 10.45950
H -7.97505 -1.94428 11.19878
H -8.00016 -1.03863 9.93886
H -7.26828 -2.37089 9.87849
Mn -11.99655 2.67666 8.72422
C -9.21267 1.25237 8.93091
O -10.42664 1.23877 9.07648
O -8.56352 2.27209 8.83374
O -8.56878 0.22271 9.12591
P -13.51522 1.47191 10.48304
O -12.40198 2.45305 10.75509
O -13.25902 0.08517 11.09385
O -13.59558 1.48559 8.92469
O -14.93019 2.04859 10.79315
O -7.93947 3.42798 6.40693
H -8.03026 2.95134 7.23204
H -7.43715 2.83920 5.84369
O -10.56370 4.38539 9.01415
H -10.63790 4.94422 9.78774
H -9.62201 4.25718 8.90013
O -7.49418 -1.53162 7.05191
H -7.60240 -0.79849 7.65774
H -8.34341 -1.97325 7.05548
O -5.94238 0.97204 8.16557
H -6.84124 1.02284 8.49068
H -5.96172 1.44224 7.33204
*
```


5.
Density functional theory data (ωB97M-V/def2-TZVPD) for a 12-piece molecular cluster, CH22F3O14S overall in a non-equilibrium geometry.

Energy in Ha: -1802.57329
LUMO level in eV: 2.021

The geometry in ORCA input format:
```
! wB97M-V def2-TZVPD RIJCOSX def2/J DEFGRID3
* xyz -1 1
C 1.32706 -1.01547 -0.11159
F 1.17283 -2.34302 -0.18386
F 1.86109 -0.71576 1.06324
F 2.07457 -0.65005 -1.14290
S -0.48419 -0.37532 -0.19172
O -0.38457 1.06088 -0.42414
O -1.14915 -1.12192 -1.25771
O -1.02350 -0.61301 1.15102
O 1.80193 3.06560 -1.96088
H 1.27108 3.48128 -1.25047
H 1.32177 2.26292 -2.18008
O -3.13020 -2.33382 1.32559
H -2.43521 -1.65306 1.24372
H -2.83998 -3.03489 0.71868
O -3.03620 -1.19821 -3.04797
H -3.00208 -2.14720 -3.18840
H -2.39105 -1.03302 -2.31595
O -2.17652 2.16535 -2.05997
H -2.98490 2.12400 -1.54148
H -1.46642 1.91167 -1.43303
O -1.07055 2.58916 1.77378
H -0.82393 1.95947 1.06496
H -1.27049 2.03253 2.54511
O 4.38055 3.06970 -2.42866
H 3.42430 2.93269 -2.19120
H 4.43187 3.99208 -2.68720
O 0.35890 4.30116 0.07981
H -0.36765 3.88298 0.59456
H 0.71808 4.95465 0.68471
O -2.05349 0.62838 3.46387
H -1.82251 -0.11347 2.88566
H -2.73310 0.28329 4.04897
O 1.92395 -4.99205 -1.20370
H 1.53290 -5.67193 -0.64627
H 2.55355 -4.54055 -0.63205
O -1.43262 -4.06309 0.18685
H -1.60554 -4.52068 -0.64365
H -0.54250 -4.33164 0.43218
O 3.32510 0.20290 3.42759
H 4.11645 -0.27918 3.17085
H 2.63036 -0.15335 2.86168
*
```


6.
Density functional theory data (ωB97M-V/def2-TZVPD) for a 12-piece molecular cluster, CH23O14 overall in a non-equilibrium geometry.

Energy in Ha: -1105.41262
LUMO level in eV: 2.829

The geometry in ORCA input format:
```
! wB97M-V def2-TZVPD RIJCOSX def2/J DEFGRID3
* xyz -1 1
C 0.87834 0.30516 -0.68237
O 0.82734 1.47516 -1.10237
O 2.02834 -0.20384 -0.23937
O -0.14866 -0.30384 -0.34937
H 2.66134 0.33516 -0.71137
O -0.57366 0.99116 -3.40937
H 0.10834 1.20316 -2.74637
H -1.18466 1.72016 -3.43437
O -2.40066 -2.44084 -0.27137
H -1.53066 -2.43284 -0.65637
H -2.98866 -2.42484 -1.02837
O -1.23066 3.06716 -0.62837
H -1.95366 2.41416 -0.54037
H -0.46166 2.47116 -0.80337
O 2.79034 -1.74884 2.07163
H 2.72034 -1.51484 1.15363
H 2.04634 -2.24084 2.34963
O -2.50966 0.65516 -0.61337
H -2.81766 -0.02184 -1.24837
H -1.57666 0.46216 -0.65937
O 1.44834 2.87016 1.19463
H 1.44934 2.44116 0.34963
H 1.97034 2.27016 1.72263
O -1.06166 1.67116 1.98463
H -0.81766 2.60916 1.89363
H -0.23866 1.22116 1.80763
O -1.09266 -1.60784 -3.21137
H -1.07266 -0.64484 -3.13637
H -0.33066 -1.81884 -3.74937
O 2.10934 0.82816 2.95363
H 1.31334 0.70916 3.54563
H 2.22534 -0.07384 2.65063
O -0.15866 -1.30584 2.17463
H -0.98766 -1.78384 2.08363
H -0.06066 -0.81584 1.33963
O 0.41134 -2.93784 -0.30137
H 0.15434 -2.00784 -0.20337
H 0.05534 -3.39084 0.45063
*
```


Repeat the sixth record exactly.
Density functional theory data (ωB97M-V/def2-TZVPD) for a 12-piece molecular cluster, CH23O14 overall in a non-equilibrium geometry.

Energy in Ha: -1105.41262
LUMO level in eV: 2.829

The geometry in ORCA input format:
```
! wB97M-V def2-TZVPD RIJCOSX def2/J DEFGRID3
* xyz -1 1
C 0.87834 0.30516 -0.68237
O 0.82734 1.47516 -1.10237
O 2.02834 -0.20384 -0.23937
O -0.14866 -0.30384 -0.34937
H 2.66134 0.33516 -0.71137
O -0.57366 0.99116 -3.40937
H 0.10834 1.20316 -2.74637
H -1.18466 1.72016 -3.43437
O -2.40066 -2.44084 -0.27137
H -1.53066 -2.43284 -0.65637
H -2.98866 -2.42484 -1.02837
O -1.23066 3.06716 -0.62837
H -1.95366 2.41416 -0.54037
H -0.46166 2.47116 -0.80337
O 2.79034 -1.74884 2.07163
H 2.72034 -1.51484 1.15363
H 2.04634 -2.24084 2.34963
O -2.50966 0.65516 -0.61337
H -2.81766 -0.02184 -1.24837
H -1.57666 0.46216 -0.65937
O 1.44834 2.87016 1.19463
H 1.44934 2.44116 0.34963
H 1.97034 2.27016 1.72263
O -1.06166 1.67116 1.98463
H -0.81766 2.60916 1.89363
H -0.23866 1.22116 1.80763
O -1.09266 -1.60784 -3.21137
H -1.07266 -0.64484 -3.13637
H -0.33066 -1.81884 -3.74937
O 2.10934 0.82816 2.95363
H 1.31334 0.70916 3.54563
H 2.22534 -0.07384 2.65063
O -0.15866 -1.30584 2.17463
H -0.98766 -1.78384 2.08363
H -0.06066 -0.81584 1.33963
O 0.41134 -2.93784 -0.30137
H 0.15434 -2.00784 -0.20337
H 0.05534 -3.39084 0.45063
*
```


- Which of these has the highest energy?
  number 1


- energy of number 4 (CH20MnO15P)?
  -2670.40904 Ha